[1]
This record from OMol25 describes an isolated molecule of C6H12O. The level of theory is the ωB97M-V functional and the def2-TZVPD basis.

Geometry as XYZ:
```
19
Properties=species:S:1:pos:R:3:forces:R:3:lowdin_charge:R:1
C 0.662807 0.017953 2.165139 -0.013 0.038 0.028 -0.067
C 0.310361 -0.301383 0.709159 0.033 -0.004 -0.074 -0.396
C -0.381762 -1.659269 0.595062 -0.042 -0.079 -0.016 -0.067
C -0.586967 0.757017 0.105499 -0.103 -0.238 0.136 -0.270
O 0.011808 1.970367 -0.327369 0.130 0.196 0.056 -0.005
C -0.594413 1.137906 -1.313312 -0.086 -0.105 -0.220 -0.300
C 0.291011 0.535481 -2.373576 0.041 -0.034 0.032 -0.037
H 1.359820 -0.731198 2.559010 -0.110 0.120 -0.065 0.078
H 1.134272 1.001540 2.258816 -0.082 -0.120 -0.047 0.082
H -0.230382 0.003452 2.802819 0.094 0.024 -0.126 0.082
H 1.245875 -0.317935 0.137468 -0.133 -0.007 0.048 0.130
H -1.353002 -1.637064 1.106179 0.135 -0.017 -0.071 0.084
H 0.217822 -2.450035 1.057968 -0.067 0.108 -0.070 0.080
H -0.558735 -1.928253 -0.452345 0.017 0.021 0.145 0.078
H -1.532653 0.889202 0.640019 0.133 0.051 0.029 0.152
H -1.527945 1.554216 -1.701663 0.138 -0.062 0.090 0.138
H 1.092357 -0.075460 -1.950675 -0.095 0.116 -0.054 0.072
H 0.747246 1.327460 -2.976616 -0.074 -0.090 0.075 0.083
H -0.307521 -0.094000 -3.041583 0.081 0.081 0.104 0.082
```
Positions in Å, forces in eV/Å.

Results
E_LUMO	0.041	Ha
relative energy (zero: lowest compared OMol25 entry of this formula, charge and spin)	25.4	kcal/mol
SMILES	CC(C)[C@H]1O[C@H]1C
E	-311.01874	hartree
net charge	0
HOMO	-10.030	eV

***

[2]
This record from OMol25 describes an isolated molecule of C4H8O3 at a distorted geometry. The level of theory is the ωB97M-V functional and the def2-TZVPD basis.

Geometry as XYZ:
```
15
Properties=species:S:1:pos:R:3:forces:R:3:lowdin_charge:R:1
C 2.050918 0.055031 -0.448018 0.613 -0.333 -0.262 -0.084
C 0.733394 -0.154526 0.190204 -0.562 3.299 4.688 -0.265
O 0.435969 1.347677 0.969408 -0.248 0.030 -1.507 -0.167
C -0.368329 -0.425908 -0.737374 -0.827 -0.724 -0.402 -0.141
O -1.554135 -1.093915 -0.184934 0.325 0.417 0.062 -0.008
C -2.380813 -0.389720 0.576655 -0.012 0.805 0.310 -0.317
O -2.243679 0.762349 0.949369 -0.181 -1.220 -0.497 0.051
H 1.991516 0.749080 -1.300472 -0.060 -0.128 0.185 0.095
H 2.405104 -0.916964 -0.818422 0.059 0.190 -0.028 0.089
H 2.798924 0.436388 0.253787 -0.292 -0.069 -0.089 0.088
H 0.642135 -0.063122 1.416257 0.444 -2.473 -2.512 0.200
H -0.547134 1.374111 1.030880 0.606 0.042 -0.085 0.017
H -0.014245 -1.153290 -1.473119 -0.117 0.114 0.000 0.138
H -0.696839 0.480897 -1.261954 0.110 -0.057 0.157 0.151
H -3.252787 -1.008088 0.837733 0.141 0.108 -0.019 0.151
```
Positions in Å, forces in eV/Å.

Results
E_LUMO	0.030	Ha
relative energy (zero: lowest compared OMol25 entry of this formula, charge and spin)	81.8	kcal/mol
SMILES	C[C@@H](O)COC=O
E	-382.83446	hartree
net charge	0
HOMO	-9.157	eV

***

[3]
This record from OMol25 describes an isolated molecule of C7H6 at a distorted geometry. The level of theory is the ωB97M-V functional and the def2-TZVPD basis.

Geometry as XYZ:
```
13
Properties=species:S:1:pos:R:3:forces:R:3:lowdin_charge:R:1
C -1.751498 -0.313605 0.047539 -1.074 -1.225 -0.354 0.024
C -1.822727 0.844980 -0.448809 -3.269 -1.800 0.062 0.046
C -0.396598 0.814450 -0.113388 2.447 3.895 -0.114 -0.431
C 0.304301 -0.413478 0.138883 -1.020 -2.196 0.093 -0.258
C 0.134726 2.041528 -0.098643 -1.799 0.982 -0.531 0.068
C 1.560637 -0.710026 -0.069894 0.542 -0.371 -1.715 0.076
C -0.894437 -1.470421 0.393397 1.385 2.176 0.552 -0.034
H 1.164846 2.179273 -0.073634 1.747 0.356 0.559 0.038
H -0.549956 2.927490 -0.263725 1.168 -1.250 0.117 0.094
H 1.807236 -1.761668 0.003425 0.566 0.129 0.133 0.071
H 2.136089 -0.046235 -0.751166 0.058 -0.361 1.229 0.098
H -0.893011 -1.733014 1.429646 -0.370 -0.167 0.734 0.102
H -0.799608 -2.359275 -0.193631 -0.382 -0.167 -0.765 0.108
```
Positions in Å, forces in eV/Å.

Results
E_LUMO	0.020	Ha
relative energy (zero: lowest compared OMol25 entry of this formula, charge and spin)	99.1	kcal/mol
E	-270.07823	hartree
net charge	0
HOMO	-8.495	eV

***

[4]
This record from OMol25 describes an isolated molecule of C4H10N2O at a distorted geometry. The level of theory is the ωB97M-V functional and the def2-TZVPD basis.

Geometry as XYZ:
```
17
Properties=species:S:1:pos:R:3:forces:R:3:lowdin_charge:R:1
C -2.027781 -0.367165 -0.556948 0.021 0.309 0.058 -0.074
C 1.575513 0.622329 -0.565076 0.341 1.192 1.743 -0.051
C 0.529781 0.510973 0.812469 1.477 -0.999 -3.399 -0.283
C 0.153614 -0.746214 0.413606 -1.324 -1.418 1.805 -0.422
N -0.354961 1.552363 1.054534 -0.538 0.892 0.488 0.009
N 1.007712 -1.834399 0.523716 -1.218 1.228 -0.577 0.138
O -1.104478 -1.213044 0.105921 0.642 -0.387 0.357 -0.070
H -1.093476 1.811460 0.413819 0.168 -0.093 -0.232 0.052
H 0.105117 2.385143 1.402293 -0.147 -0.274 -0.023 0.073
H 0.686228 -2.703197 0.123266 0.590 0.135 0.064 0.106
H 1.905756 -1.634363 0.927110 -0.065 -0.529 -0.073 0.105
H -1.542195 0.188220 -1.371576 -0.160 -0.167 0.137 0.102
H -2.812046 -1.020874 -0.940378 0.186 0.067 -0.125 0.092
H -2.493425 0.328767 0.141808 0.034 0.036 0.001 0.079
H 1.476904 1.670408 -0.846299 0.160 0.033 -0.059 0.051
H 2.580744 0.441754 -0.187201 0.126 0.120 -0.365 0.040
H 1.406994 0.007840 -1.451065 -0.293 -0.144 0.201 0.052
```
Positions in Å, forces in eV/Å.

Results
E_LUMO	0.034	Ha
relative energy (zero: lowest compared OMol25 entry of this formula, charge and spin)	97.5	kcal/mol
SMILES	CO/C(N)=C(/C)N
E	-343.04614	hartree
net charge	0
HOMO	-7.152	eV

***

[5]
This record from OMol25 describes an isolated molecule of C7H14 at a distorted geometry. The level of theory is the ωB97M-V functional and the def2-TZVPD basis.

Geometry as XYZ:
```
21
Properties=species:S:1:pos:R:3:forces:R:3:lowdin_charge:R:1
C -1.384375 1.316770 0.456366 1.828 0.429 -0.359 -0.100
C -1.467633 -0.204818 0.451552 2.113 -0.898 -0.579 -0.304
C -2.462780 -0.850416 -0.523214 0.199 0.001 0.031 -0.124
C 0.164575 -0.969788 -0.052377 -1.849 0.915 0.587 -0.045
C 1.290781 0.028577 -0.173590 -0.861 1.579 0.535 -0.336
C 2.761634 0.062788 0.156300 -0.029 -0.047 0.123 -0.123
C 2.288862 0.369964 -1.249003 -0.070 0.038 -0.125 -0.126
H -0.269804 1.600809 0.306862 -2.332 0.090 0.188 0.057
H -1.901864 1.807951 -0.377116 -0.132 -0.200 0.297 0.078
H -1.591017 1.815407 1.408756 -0.492 -0.310 -0.161 0.072
H -1.629416 -0.579493 1.472209 0.127 0.046 -0.356 0.107
H -3.530352 -0.789745 -0.262392 0.362 0.240 0.219 0.073
H -2.349767 -0.413526 -1.523711 0.027 -0.089 0.142 0.077
H -2.215701 -1.915523 -0.594105 -0.174 0.100 -0.082 0.065
H 0.332307 -1.729346 0.720915 -0.007 0.108 -0.331 0.091
H -0.113912 -1.422224 -1.007995 0.252 -0.076 0.207 0.079
H 0.845275 1.019348 0.147554 1.376 -1.428 -0.319 0.081
H 3.081338 0.896431 0.780823 0.041 -0.241 -0.149 0.093
H 3.354471 -0.839350 0.300069 -0.341 0.045 -0.078 0.096
H 2.569017 -0.319228 -2.043594 -0.206 -0.055 0.266 0.096
H 2.270330 1.413107 -1.560901 0.168 -0.247 -0.055 0.093
```
Positions in Å, forces in eV/Å.

Results
E_LUMO	0.041	Ha
relative energy (zero: lowest compared OMol25 entry of this formula, charge and spin)	65.5	kcal/mol
SMILES	CC(C)CC1CC1
E	-275.01182	hartree
net charge	0
HOMO	-9.706	eV

***

[6]
This record from OMol25 describes a cluster of 2 separate species, C5H10NO4P in total at a distorted geometry. The level of theory is the ωB97M-V functional and the def2-TZVPD basis.

Geometry as XYZ:
```
21
Properties=species:S:1:pos:R:3:forces:R:3:lowdin_charge:R:1
C 1.384675 0.814815 -0.536422 -1.703 1.922 -0.113 -0.283
C -1.540383 2.005232 0.630648 -0.993 2.915 0.574 -0.234
C 2.972845 -0.949759 -0.208449 0.594 -0.824 -1.534 -0.108
C 0.660684 -1.350368 0.301229 -3.098 -1.623 0.774 -0.130
C -1.276363 0.978541 -0.366432 -0.672 -1.447 0.188 -0.142
N 1.634235 -0.400587 -0.020022 2.518 0.957 -1.036 -0.227
O -3.664331 0.455536 -0.425941 0.561 0.316 0.280 -0.451
O -2.359722 -1.529248 -1.186776 1.250 -1.274 -1.924 -0.433
O 2.267850 1.615099 -0.898069 -0.938 -1.139 0.326 -0.116
O -2.455923 -1.113716 1.266038 0.700 1.118 -0.338 -0.470
P -2.484227 -0.497050 -0.141162 -2.682 0.260 1.534 -0.012
H -1.004435 1.794191 1.515837 0.394 -0.027 1.283 0.042
H -1.333977 3.030292 0.303891 1.232 0.090 -0.258 0.046
H -2.610234 2.303637 0.881300 0.762 -1.844 -0.251 0.089
H 3.692573 -0.530666 -0.926077 -0.692 1.487 0.483 0.072
H 3.509364 -1.165911 0.668997 0.622 0.154 1.671 0.048
H 3.001296 -1.916108 -0.706316 -1.132 -0.790 0.072 0.058
H 0.887342 -2.211561 -0.379391 -0.681 0.080 1.000 0.087
H 0.653796 -1.604505 1.412899 0.374 -0.150 -1.289 0.096
H -0.475872 -1.053275 0.154873 3.163 -0.471 0.039 0.038
H -1.459190 1.325410 -1.340660 0.422 0.287 -1.482 0.028
```
Positions in Å, forces in eV/Å.

Results
E_LUMO (spin up / spin down)	0.212 / 0.211	Ha
relative energy (zero: lowest compared OMol25 entry of this formula, charge and spin)	112.3	kcal/mol
E	-893.48803	hartree
net charge	-2
HOMO (spin up / spin down)	0.068 / 0.139	eV

***

> What is the net charge in the sixth record?

-2

***

> What is the formula in the sixth record?

C5H10NO4P